No. 1
{"formula": "C5H5NO", "method": "ωB97M-V with the def2-TZVPD basis set", "total_charge": 0, "e_homo_ev": -8.962, "orbital_gap_ev": 9.768, "smiles": "Oc1ccccn1", "e_lumo_ha": 0.0296, "elements": ["C", "C", "C", "C", "C", "H", "H", "H", "H", "H", "N", "O"], "xyz": [[-0.436, 0.130, -1.093], [-0.884, -0.702, -0.027], [-0.114, -0.660, 1.162], [0.987, 0.123, 1.175], [1.285, 0.986, 0.067], [-1.750, -0.610, -2.117], [-1.823, -1.172, -0.033], [-0.483, -1.180, 2.022], [1.712, 0.282, 1.970], [1.998, 1.766, 0.255], [0.546, 1.017, -1.077], [-1.036, 0.020, -2.303]], "atomic_forces_ev_per_a": [[-0.188, -0.662, -0.063], [2.417, 1.972, 0.778], [-1.807, -0.462, -1.536], [2.455, 2.460, -1.202], [-2.293, -1.075, 0.361], [-0.014, 0.150, -0.759], [-0.973, -0.778, -0.293], [0.125, -0.347, 0.385], [-0.565, -0.521, 0.355], [0.518, 0.121, -0.483], [1.097, -0.529, 1.978], [-0.771, -0.328, 0.478]], "mulliken_charge": [0.664, -0.400, -0.406, -0.370, -0.191, 0.310, 0.294, 0.385, 0.320, 0.370, -0.500, -0.477]}

No. 2
{"formula": "C5H4CuLiO6", "method": "ωB97M-V with the def2-TZVPD basis set", "total_charge": 2, "e_homo_ev": [-16.124, -17.251], "orbital_gap_ev": [9.518, 4.547], "e_lumo_ha": [-0.2428, -0.4669], "spin_multiplicity": 3, "elements": ["O", "C", "O", "O", "Cu", "O", "C", "O", "O", "C", "C", "C", "Li", "H", "H", "H", "H"], "xyz": [[4.974, 5.064, 2.289], [4.223, 4.382, 1.763], [3.416, 3.710, 1.248], [1.071, 1.287, 0.601], [2.170, 2.556, 0.558], [-1.481, -4.022, -1.313], [-1.706, -2.828, -1.011], [-2.773, -2.427, -0.488], [-0.734, -1.941, -1.326], [-1.007, -0.567, -1.129], [-0.790, -0.212, 0.473], [0.570, 0.261, 0.208], [-3.232, -4.360, -0.480], [-2.047, -0.318, -1.373], [-0.503, -0.067, -1.966], [-0.733, -1.122, 1.088], [-1.417, 0.603, 0.859]], "atomic_forces_ev_per_a": [[-0.160, -0.359, -0.275], [0.429, 0.790, 0.555], [0.542, 0.449, -0.054], [-3.086, -3.615, -0.902], [2.130, 2.252, 0.009], [-1.024, -0.362, 0.618], [2.993, 4.716, -1.258], [0.258, -2.011, -0.201], [-0.975, -2.326, 0.245], [-2.567, 0.372, 0.931], [0.762, -0.008, -2.777], [1.575, 1.341, 2.043], [-1.093, -0.919, 0.305], [-0.157, -0.378, 0.246], [0.766, 0.227, 0.976], [-0.358, 0.268, -0.374], [-0.037, -0.437, -0.087]], "mulliken_charge": [-0.201, 0.513, -0.379, -0.594, 1.319, -0.410, 1.057, -0.526, -0.277, -0.674, -0.033, -0.147, 0.898, 0.378, 0.444, 0.272, 0.360]}

| no. | calculated total energy (Eh) |
| --- | --- |
| 1 | -323.50814 |
| 2 | -2291.67243 |